# 1
C36H53N9 | the ωB97M-V functional and the def2-TZVPD basis

The geometry in XYZ format:
```
98
Properties=species:S:1:pos:R:3:forces:R:3
C -4.4684 0.1894 -1.9150 2.392 0.020 0.806
C -5.7102 0.5165 -2.4120 -1.415 0.443 -0.500
C -5.8907 -0.1444 -3.6294 1.015 0.662 1.417
N -4.7214 -0.8315 -3.7839 0.988 -1.401 -1.848
C -3.8040 -0.6446 -2.7871 -1.774 0.427 0.392
H -3.9241 0.6434 -1.1001 -0.512 0.021 0.401
H -6.3527 1.2079 -1.8871 -0.312 -0.088 -0.382
H -6.6509 -0.0784 -4.3937 0.113 -0.231 0.182
H -4.4725 -1.3799 -4.5947 -0.402 0.073 0.039
H -2.8499 -1.1397 -2.6822 -0.139 0.010 -0.404
C 1.7271 -4.7432 -1.4446 0.938 -1.154 -1.058
C 1.7959 -3.9111 -0.3497 -1.763 0.028 2.070
C 3.0477 -3.4421 -0.2232 0.533 2.692 1.050
N 3.7520 -3.7725 -1.3070 -0.017 -2.521 -0.042
C 3.0223 -4.8106 -1.9205 0.630 1.780 -2.046
H 0.8175 -5.1839 -1.8252 0.341 -0.463 0.028
H 0.9706 -3.7765 0.3338 0.342 0.081 0.131
H 3.4967 -2.7900 0.5113 -0.187 0.115 0.015
H 4.6426 -3.3564 -1.5390 -0.004 -0.674 0.020
H 3.4988 -5.2670 -2.7756 -0.435 -0.149 -0.121
C -1.2496 4.8430 3.4154 2.929 -1.578 -1.547
C -0.6368 6.0887 3.1207 -0.983 0.957 -0.022
C 0.0929 6.0093 1.9600 -0.165 0.514 0.924
N 0.1621 4.6938 1.6072 0.064 1.217 -0.019
C -0.5574 3.9805 2.5048 -1.502 -0.333 0.295
H -1.8815 4.5058 4.2238 0.165 0.223 -0.016
H -0.7246 7.0228 3.6557 -0.400 -0.023 -0.010
H 0.4459 6.8834 1.4328 0.496 -0.535 -0.269
H 0.6733 4.3717 0.7978 -0.089 -0.444 0.321
H -0.5451 2.9146 2.3316 -0.403 0.001 0.406
C 6.0876 0.2627 1.0622 -1.437 0.612 1.662
C 6.0174 0.2673 -0.3185 -1.426 1.162 -1.828
C 4.7018 0.5328 -0.6564 -1.767 -0.311 1.134
N 3.9132 0.6011 0.5384 1.603 -0.441 -3.724
C 4.7550 0.4403 1.5418 2.353 -0.383 1.763
H 7.0030 0.3922 1.6204 -0.231 -0.521 0.291
H 6.7790 0.3173 -1.0826 0.291 -0.257 0.332
H 4.1363 0.7259 -1.5560 0.487 -0.239 -0.278
H 2.9121 0.5001 0.4506 0.073 0.368 0.605
H 4.4170 0.5278 2.5638 0.112 -0.145 0.022
C -0.2384 -1.5279 0.1388 -1.111 1.633 0.100
C 0.8512 -0.9637 0.9222 -2.607 1.170 -0.282
C 0.3397 0.2643 1.3857 0.135 -1.341 -0.369
N -0.9378 0.4472 0.9010 0.898 0.171 1.073
C -1.3697 -0.6210 0.1794 2.966 -1.538 0.045
H -0.1645 -2.4171 -0.4697 -0.305 0.130 0.196
H 1.8042 -1.3997 1.1834 -0.140 0.022 -0.195
H 0.7653 0.9479 2.1054 -0.017 0.155 -0.240
H -1.4784 1.2563 1.1716 -0.360 -0.091 -0.215
H -2.3774 -0.6745 -0.2053 0.207 -0.069 -0.096
C 1.0790 -1.4686 -3.6682 1.344 1.068 1.270
C 1.2240 -2.7172 -4.4586 -1.251 0.100 -0.860
C 0.8967 -2.4571 -5.9315 0.672 -1.182 -0.075
C 1.8502 -1.6192 -6.6320 3.903 3.448 -2.596
N 2.7098 -1.0250 -7.2197 -3.928 -2.615 2.675
H 1.5323 -1.6576 -2.6951 -0.264 0.157 0.374
H 0.0912 -1.0361 -3.5092 -0.276 -0.500 -0.219
H 1.6842 -0.6619 -4.0818 0.116 0.097 -0.223
H 0.4149 -3.3783 -4.1484 0.381 -0.540 0.212
H 2.1958 -3.2004 -4.3573 -0.129 0.112 0.170
H -0.1532 -2.1750 -6.0107 0.211 0.218 -0.445
H 1.1069 -3.3992 -6.4379 -0.783 -0.361 -0.208
C 2.0891 -1.7511 4.5770 -0.428 -0.811 -0.155
C 2.7978 -3.0788 5.0582 0.715 2.375 -1.049
C 4.2009 -2.6642 5.6503 -0.420 -1.274 -0.613
C 5.2793 -2.3839 4.6519 -1.157 0.142 0.808
N 6.1383 -2.1212 3.9395 0.118 -0.076 -0.170
H 1.3509 -1.9505 3.8003 -0.546 -0.321 0.407
H 2.6549 -0.9879 4.0428 0.988 -0.268 0.365
H 1.6286 -1.2574 5.4328 -0.166 0.015 -0.095
H 2.9098 -3.7452 4.2029 0.187 -0.077 0.124
H 2.1754 -3.5796 5.7997 0.217 0.131 0.095
H 4.5423 -3.5299 6.2179 0.274 0.203 0.300
H 4.0657 -1.8094 6.3128 0.211 -0.038 -0.034
C -5.8816 0.1170 2.1888 0.142 0.272 -1.243
C -5.8065 1.1962 3.2583 1.631 -1.663 -0.604
C -5.4235 2.5185 2.6022 -0.796 0.457 -0.044
C -4.2032 2.4953 1.7363 -4.906 0.292 3.706
N -3.2277 2.4354 1.2031 3.983 -0.342 -2.509
H -6.1640 -0.8921 2.4886 -0.923 0.387 0.097
H -4.9264 -0.1085 1.7145 0.578 0.455 0.318
H -6.3966 0.6052 1.3614 -0.903 -0.966 -0.278
H -4.9715 0.7796 3.8215 -0.165 0.782 1.108
H -6.7369 1.2639 3.8221 0.259 0.196 0.065
H -5.4435 3.2992 3.3626 0.964 0.155 -0.052
H -6.2896 2.8280 2.0174 0.100 -0.097 -0.601
C -2.2764 2.4942 -3.1470 1.082 0.044 -0.741
C -1.3707 2.5295 -1.8664 -0.817 0.419 -1.021
C 0.1087 2.1278 -2.0828 -0.556 -1.114 -0.376
C 1.0721 2.3989 -1.0255 -0.565 0.729 -0.716
N 1.9018 2.6092 -0.2674 0.302 0.300 0.631
H -1.8151 3.1040 -3.9238 0.683 -0.295 -0.295
H -3.2368 3.0089 -3.1766 -0.247 -0.246 1.297
H -2.4513 1.4915 -3.5372 0.144 0.039 0.019
H -1.7868 1.8230 -1.1482 -0.042 0.661 0.340
H -1.4298 3.5844 -1.5985 0.088 -0.205 0.892
H 0.5058 2.4284 -3.0523 0.078 0.355 0.108
H 0.1627 1.0392 -2.0882 -0.271 -0.376 -0.368
```
Forces are in eV/Å.

Values from the calculation:
E_tot   -51596.966 eV
HOMO   -0.2714 Eh
Lowest unoccupied orbital energy   0.2 eV
Largest force on an atom   6.16 eV/A
Gap between HOMO and LUMO   0.2799 Ha
ΔE to the lowest compared entry with this formula, charge and spin   3.266 eV
SMILES   c1cc[nH]c1.c1cc[nH]c1.c1cc[nH]c1.c1cc[nH]c1.c1cc[nH]c1.CCCC#N.CCCC#N.CCCC#N.CCCC#N
Net charge   0
Spin multiplicity   1

***

# 2
C3H7NO2 | the ωB97M-V functional and the def2-TZVPD basis

The geometry in XYZ format:
```
13
Properties=species:S:1:pos:R:3:forces:R:3
C -1.1294 1.1272 -1.4422 -0.145 0.193 -0.238
O -0.7305 0.4250 -0.2904 0.043 0.019 0.097
C 0.2180 -0.5664 -0.5959 0.194 -0.163 -0.157
C 0.9032 -0.9951 0.6976 0.199 0.038 0.102
N 0.2000 -1.9025 1.4231 0.029 -0.092 0.093
O 1.9900 -0.5645 1.0386 -0.428 -0.187 -0.176
H -1.6022 0.4596 -2.1796 0.046 0.081 0.117
H -0.2730 1.6241 -1.9241 -0.129 -0.086 0.110
H -1.8508 1.8840 -1.1277 0.086 -0.111 -0.061
H 0.9997 -0.1831 -1.2611 -0.049 0.027 0.061
H -0.2693 -1.4262 -1.0901 0.101 0.122 0.073
H 0.5787 -2.2097 2.3056 -0.098 0.077 -0.083
H -0.7232 -2.1969 1.1504 0.150 0.081 0.061
```
Forces are in eV/Å.

Values from the calculation:
E_tot   -8809.361 eV
HOMO   -0.3590 Eh
Lowest unoccupied orbital energy   0.9 eV
Largest force on an atom   0.50 eV/A
Gap between HOMO and LUMO   0.3914 Ha
ΔE to the lowest compared entry with this formula, charge and spin   1.168 eV
SMILES   COCC(N)=O
Net charge   0
Spin multiplicity   1

***

# 3
C26H31F4N5O11S | the ωB97M-V functional and the def2-TZVPD basis

The geometry in XYZ format:
```
78
Properties=species:S:1:pos:R:3:forces:R:3
C -1.7825 -3.4583 1.5390 -1.016 0.721 -0.093
C -0.9036 -2.0838 1.7136 0.476 -0.136 -0.581
O -1.6569 -1.1150 2.5383 0.582 0.517 -1.705
C 0.5962 -2.3065 2.3590 -0.146 1.774 0.894
N 1.6490 -2.5177 1.2934 0.959 -0.815 1.181
C 2.7034 -3.5246 1.6969 0.819 -0.672 -0.125
C 4.1708 -3.2321 0.9535 -1.153 -0.582 2.299
O 4.1641 -3.5306 -0.4871 0.775 -0.791 1.802
N 3.9814 -2.4291 -1.2355 0.228 2.678 -2.454
C 5.2168 -2.0288 -2.0110 1.645 1.086 -2.039
C 5.7157 -0.4721 -1.7324 -0.068 -0.858 0.479
O 6.2168 -0.4332 -0.3247 -2.488 0.666 -1.618
C 4.5560 0.6589 -2.0256 -0.642 1.847 0.013
F 3.3333 0.5201 -1.2013 3.920 0.447 -2.851
F 4.1657 0.7047 -3.4798 1.236 -0.097 5.037
F 5.1472 2.0001 -1.6577 -2.118 -4.094 -1.398
S 2.7818 -2.9365 -2.4453 -4.341 -8.698 -0.464
O 1.5672 -3.5541 -1.6767 4.449 4.069 -2.845
O 3.3903 -4.1017 -3.2879 -1.295 5.504 2.148
F 2.2775 -1.6657 -3.4801 1.588 -1.981 2.472
H -1.2373 -4.4412 1.8674 -0.894 1.979 -0.844
H -2.7719 -3.3485 2.1946 2.249 -0.202 -1.297
H -2.1577 -3.4917 0.4107 0.962 -0.288 2.456
H -0.7490 -1.5976 0.6566 -0.127 -1.075 1.972
H -1.6901 -0.2309 2.0465 0.324 -1.973 1.051
H 0.6220 -3.1149 3.2267 -0.081 1.409 -2.115
H 0.8715 -1.2756 2.8941 -0.874 -2.108 -0.874
H 2.1259 -1.6254 1.0281 -0.809 -1.044 0.580
H 2.3294 -4.6333 1.4607 0.874 2.428 0.279
H 2.9525 -3.5277 2.8573 -0.427 0.225 -2.134
H 4.9638 -3.9690 1.4427 -1.660 1.606 -1.308
H 4.4620 -2.1281 1.2101 -0.399 -2.023 -0.875
H 5.0587 -2.0970 -3.1905 0.134 -0.061 2.501
H 6.1298 -2.7220 -1.7669 -1.977 1.298 -0.235
H 6.6211 -0.2019 -2.4621 -2.064 -0.622 1.727
H 5.3948 -0.3977 0.2575 1.473 -0.044 -1.040
O 12.3472 1.6327 -0.2761 -1.830 -0.028 -0.044
N 11.1077 1.6141 -0.3080 0.659 -0.460 1.221
O 10.3880 1.2196 0.6207 1.066 0.586 -1.365
C 10.4482 2.0868 -1.5311 -0.441 0.316 -0.884
C 11.2242 2.5066 -2.6203 -0.071 -0.032 0.051
C 10.5913 2.9323 -3.7898 -0.224 -0.118 0.318
C 9.1978 2.9422 -3.8673 0.076 -0.047 0.095
C 8.4273 2.5335 -2.7774 0.394 -0.035 -0.010
C 9.0489 2.1030 -1.6035 0.060 -0.024 0.002
H 12.3111 2.5047 -2.5757 -0.294 -0.088 0.200
H 11.1849 3.2538 -4.6429 -0.084 -0.076 0.223
H 8.7089 3.2697 -4.7833 0.099 -0.057 0.196
H 7.3417 2.5469 -2.8445 0.214 0.015 0.095
H 8.4344 1.7845 -0.7640 0.310 0.019 -0.083
O -1.9474 0.8789 -0.3918 -0.727 0.892 1.294
N -2.5548 1.5514 0.4547 0.923 -0.023 -0.125
O -2.0155 2.1340 1.4064 -0.579 -0.894 -1.218
C -4.0126 1.6607 0.3233 -0.918 0.052 -0.100
C -4.6682 0.9871 -0.7165 -0.018 -0.003 0.059
C -6.0577 1.0751 -0.8221 0.241 0.224 0.308
C -6.7827 1.8322 0.0994 0.251 0.278 -0.203
C -6.1262 2.5105 1.1277 0.303 -0.153 -0.282
C -4.7373 2.4277 1.2452 -0.050 -0.041 -0.021
H -4.1176 0.3930 -1.4426 0.046 0.193 0.298
H -6.5764 0.5505 -1.6216 0.168 0.095 0.156
H -7.8665 1.8932 0.0164 0.515 0.125 -0.160
H -6.6980 3.1009 1.8403 0.188 -0.153 -0.126
H -4.2407 2.9596 2.0541 0.056 -0.228 -0.275
O -8.6741 0.4124 1.2821 -1.164 0.614 1.564
N -9.2815 1.0848 2.1286 1.145 -0.202 0.215
O -8.7422 1.6675 3.0803 -0.692 -0.822 -1.410
C -10.7393 1.1941 1.9972 -1.002 0.080 -0.109
C -11.3950 0.5205 0.9574 0.006 0.040 0.064
C -12.7844 0.6085 0.8519 0.206 0.194 0.290
C -13.5095 1.3656 1.7734 0.137 -0.003 0.015
C -12.8529 2.0440 2.8017 0.230 -0.229 -0.271
C -11.4640 1.9612 2.9192 0.006 -0.034 -0.033
H -10.8443 -0.0736 0.2314 0.040 0.187 0.301
H -13.3031 0.0839 0.0523 0.169 0.101 0.159
H -14.5932 1.4267 1.6903 0.233 -0.007 0.013
H -13.4247 2.6344 3.5142 0.179 -0.116 -0.132
H -10.9675 2.4931 3.7280 0.063 -0.228 -0.279
```
Forces are in eV/Å.

Values from the calculation:
E_tot   -79124.823 eV
HOMO   -0.3186 Eh
Lowest unoccupied orbital energy   -1.1 eV
Largest force on an atom   9.73 eV/A
Gap between HOMO and LUMO   0.2779 Ha
SMILES   C[C@@H](O)CNCCON(C[C@H](O)C(F)(F)F)S(=O)(=O)F.O=[N+]([O-])c1ccccc1.O=[N+]([O-])c1ccccc1.O=[N+]([O-])c1ccccc1
Net charge   0
Spin multiplicity   1